Formula: C2H6
Source: the Open Molecules 2025 dataset
Level of theory: wB97M-V/def2-TZVPD

Summary:
SMILES	CC
HOMO	-11.1	eV
2S+1	1
maximum force	5.3	eV Å⁻¹
energy above the lowest of the compared OMol25 structures with the same formula, charge and spin	31.4	kcal per mole

Each line ends with the Löwdin charge.
Geometry (Å):
1 H -0.644 -1.425 0.063  0.06
2 C 0.714 0.257 -0.210  -0.18
3 H 0.565 0.485 -1.167  -0.01
4 C -0.715 -0.330 0.238  -0.15
5 H 1.585 -0.329 0.147  0.07
6 H -1.199 0.369 -0.621  0.10
7 H 0.817 1.237 0.182  0.04
8 H -1.121 0.106 1.229  0.07

---

Formula: C22H53I2N4O2P
Source: the Open Molecules 2025 dataset
Level of theory: wB97M-V/def2-TZVPD

Summary:
SMILES	C/C(I)=C(\I)[PH3]CON=O.CCN(CC)CC.CCN(CC)CC.CCN(CC)CC
HOMO	-8.1	eV
2S+1	1
maximum force	0.9	eV Å⁻¹

Each line ends with the Löwdin charge.
Geometry (Å):
1 N -2.730 -4.473 -0.155  -0.04
2 H -3.513 2.979 -6.171  0.07
3 C -2.013 -3.518 1.923  -0.40
4 C 2.629 -2.934 1.940  -0.26
5 H -4.304 2.602 1.661  0.05
6 H 2.931 -5.084 1.735  0.07
7 I -5.190 0.066 0.202  0.84
8 H 1.859 4.711 1.017  0.07
9 H 3.186 -1.052 3.965  0.07
10 O -2.696 -4.593 1.261  -0.19
11 C -2.965 2.206 -5.631  -0.08
12 H -3.783 2.539 -3.662  0.11
13 H 3.557 -2.797 2.518  0.10
14 N 1.444 -2.910 2.778  -0.20
15 H 3.164 2.535 1.381  0.11
16 C 1.160 -1.603 3.340  -0.26
17 H 0.301 1.048 -1.043  0.04
18 H 1.149 -4.937 3.073  0.10
19 H 4.672 2.987 -2.310  0.08
20 H -3.916 2.872 3.338  0.04
21 H 3.752 3.604 0.154  0.10
22 H -1.384 -0.611 -4.487  0.07
23 C 3.631 3.276 -2.458  -0.08
24 H 0.168 1.475 -3.093  0.08
25 C 2.691 2.199 -1.938  -0.27
26 C 2.407 -4.315 4.691  -0.08
27 H -1.532 0.323 -2.071  0.09
28 H 2.292 -5.322 5.096  0.07
29 H 0.853 3.274 1.041  0.05
30 O -1.670 -4.375 -0.628  0.05
31 C -2.813 2.617 -4.160  -0.24
32 C 0.045 3.375 -4.052  -0.08
33 P -2.965 -1.867 1.855  0.72
34 C 2.921 2.935 0.393  -0.24
35 H 2.624 0.342 0.846  0.10
36 H 2.829 1.302 -2.548  0.12
37 C -3.726 0.833 2.714  -0.90
38 H 0.351 -0.380 -0.014  0.07
39 H 1.848 -4.375 0.527  0.08
40 C 2.257 0.628 -0.145  -0.25
41 H 2.568 -2.085 1.253  0.10
42 I -2.443 0.517 4.356  0.87
43 C 1.287 -4.038 3.680  -0.25
44 H 3.468 3.422 -3.526  0.07
45 C -2.284 -0.554 -3.874  -0.07
46 H 1.653 2.530 -2.104  0.07
47 H -0.335 1.392 -4.773  0.11
48 C 0.724 0.643 -0.123  -0.07
49 H 0.174 -1.641 3.811  0.08
50 N -1.834 1.914 -3.350  -0.19
51 H -0.071 3.971 -3.145  0.08
52 H 1.106 3.347 -4.307  0.06
53 H 0.334 1.214 0.719  0.06
54 C -2.229 0.603 -2.868  -0.25
55 H -2.571 3.683 -4.130  0.10
56 C 2.751 -4.205 1.114  -0.08
57 H 1.254 4.048 -0.495  0.06
58 H 1.050 -0.904 2.503  0.09
59 C -4.390 2.177 2.654  -0.21
60 H 2.113 -1.480 5.306  0.06
61 H -3.203 0.688 -2.380  0.07
62 H 2.580 -0.177 -0.814  0.11
63 H -0.472 3.882 -4.867  0.07
64 H -3.523 1.278 -5.744  0.05
65 H 2.383 -3.626 5.534  0.06
66 H -5.434 2.065 2.927  0.08
67 H 3.592 -4.116 0.426  0.07
68 H 3.396 -4.261 4.233  0.07
69 H -3.882 -2.349 2.820  0.04
70 C -3.873 -0.160 1.842  -0.96
71 N 2.944 1.837 -0.556  -0.19
72 H -3.191 -1.971 0.462  -0.03
73 H -2.373 -1.500 -3.336  0.07
74 H -1.972 -3.808 2.972  0.08
75 C -0.469 1.959 -3.838  -0.27
76 H 0.341 -3.917 4.214  0.11
77 C 2.160 -0.997 4.331  -0.07
78 H 1.924 0.058 4.486  0.07
79 C 1.643 3.780 0.488  -0.07
80 H 3.466 4.237 -1.969  0.07
81 H -1.766 -1.221 2.232  -0.04
82 H -2.000 2.087 -6.125  0.07
83 H -3.148 -0.482 -4.533  0.06
84 H -0.971 -3.423 1.610  0.06

---

Formula: C3H11N3O
Source: the Open Molecules 2025 dataset
Level of theory: wB97M-V/def2-TZVPD

Summary:
SMILES	[H]/N=C/NN.COC
HOMO	-8.1	eV
2S+1	1
maximum force	1.7	eV Å⁻¹
energy above the lowest of the compared OMol25 structures with the same formula, charge and spin	71.9	kcal per mole

Each line ends with the Löwdin charge.
Geometry (Å):
1 H 0.837 1.950 -2.164  0.14
2 H 2.477 0.107 0.242  0.03
3 H -1.383 -2.576 -0.558  0.08
4 H -1.142 3.123 -1.690  0.08
5 H -0.882 3.009 -0.097  0.08
6 H 0.648 1.241 0.666  0.12
7 N -0.813 2.475 -0.969  -0.01
8 N 0.535 2.151 -1.208  -0.11
9 N 2.241 0.688 -0.573  0.05
10 H 0.778 -2.163 2.330  0.09
11 C -0.911 -1.597 -0.430  -0.12
12 H -1.632 -0.885 -0.017  0.08
13 O 0.229 -1.715 0.413  -0.27
14 C -0.135 -1.967 1.761  -0.13
15 C 1.152 1.325 -0.314  -0.36
16 H -0.790 -2.840 1.833  0.08
17 H -0.626 -1.087 2.185  0.08
18 H -0.584 -1.237 -1.409  0.09